No. 1
C44H46AsN8O8PRuS as an isolated structure in a non-equilibrium geometry. Source: OMol25; level of theory: ωB97M-V/def2-TZVPD.

Geometry as ORCA input:
```
! wB97M-V def2-TZVPD RIJCOSX def2/J DEFGRID3
* xyz 1 6
O -11.407 19.188 14.166
C -3.930 15.735 12.532
C -5.854 13.631 11.189
C -14.959 11.856 10.383
C -10.386 16.743 17.631
H -8.237 9.237 15.222
C -5.883 10.877 12.705
N -13.940 12.306 12.566
H -17.548 18.549 12.179
H -11.297 13.992 9.746
N -11.412 10.500 15.703
H -16.611 19.180 9.902
H -16.134 11.540 13.478
N -11.329 12.643 15.349
C -15.655 18.868 13.122
H -8.937 20.631 10.597
C -13.968 13.065 17.400
C -14.984 11.879 11.847
C -7.423 19.015 10.797
As -11.151 19.618 12.443
H -6.237 9.191 11.493
H -5.843 14.609 10.653
C -14.240 18.940 12.938
C -9.486 17.430 11.935
C -7.339 11.052 14.605
H -9.441 12.974 16.379
C -15.972 18.973 10.729
N -10.353 15.732 15.318
H -6.735 12.997 10.981
H -4.991 11.244 12.219
H -10.618 12.681 10.720
H -16.131 18.966 14.118
C -6.481 11.713 13.676
C -12.116 9.211 15.755
H -9.375 17.194 17.443
N -12.709 12.616 10.552
C -5.446 15.038 14.436
H -11.765 8.597 14.908
P -13.119 14.768 15.358
N -6.272 13.060 13.696
H -15.818 13.551 14.562
C -6.189 13.848 14.830
C -14.261 13.545 16.108
C -8.229 16.858 11.678
H -7.709 11.635 15.447
C -12.288 15.553 16.746
H -8.122 15.796 11.936
H -6.236 17.174 10.924
O -11.260 21.222 12.461
H -13.520 18.918 13.744
N -5.605 13.786 12.610
H -15.890 11.616 9.877
C -16.157 12.012 16.058
C -6.415 9.668 12.422
C -4.981 14.873 13.173
H -11.172 12.315 9.007
O -12.436 19.043 11.231
H -7.534 7.998 13.011
C -13.815 12.301 9.772
H -11.912 8.647 16.690
H -16.867 11.421 15.516
S -10.836 16.157 12.078
O -11.869 16.641 13.091
O -6.506 13.556 15.975
C -9.599 18.802 11.708
C -16.499 18.750 12.018
H -4.349 16.725 12.285
H -14.507 11.842 19.017
H -16.935 11.270 11.983
H -13.058 13.387 17.906
H -14.154 18.946 9.532
H -5.031 13.058 10.666
C -15.433 13.084 15.496
C -7.207 17.650 11.161
O -11.335 15.754 10.788
H -10.422 16.651 14.806
O -10.116 15.041 12.805
C -11.145 17.079 18.750
C -11.932 11.549 14.982
H -9.704 10.423 17.175
C -15.881 11.601 17.384
C -13.761 18.925 11.616
H -14.007 15.484 17.984
H -3.395 15.330 11.633
H -9.351 15.549 15.482
H -13.603 12.447 8.683
O -11.651 12.705 12.569
H -12.907 16.769 19.952
C -7.704 9.735 14.421
H -10.762 17.796 19.472
N -16.162 11.694 12.502
C -14.765 12.122 18.049
H -16.381 10.782 17.803
C -7.250 9.023 13.298
C -10.931 15.905 16.670
H -3.114 15.886 13.261
H -13.196 9.266 15.665
Ru -11.373 14.218 14.213
H -6.587 19.698 10.399
H -12.733 11.547 14.264
C -12.380 16.500 19.008
C -10.261 12.264 16.218
C -8.676 19.611 11.057
C -10.351 10.967 16.515
C -11.354 12.905 9.959
C -12.956 15.824 17.946
C -12.754 12.531 11.951
C -14.624 18.865 10.491
H -11.422 20.073 14.629
H -5.353 15.905 15.063
*
```

## Properties
- max |F| (Eh/bohr) = 0.0902


No. 2
C44H46GeN2O2PdS2Te as an isolated structure in a non-equilibrium geometry. Source: OMol25; level of theory: ωB97M-V/def2-TZVPD.

Geometry as ORCA input:
```
! wB97M-V def2-TZVPD RIJCOSX def2/J DEFGRID3
* xyz 1 2
C -5.400 -0.179 3.448
O -2.183 1.032 -0.878
C 2.167 2.682 1.626
C 1.919 -0.636 -3.633
C -3.395 -0.858 1.621
C -2.278 2.084 -0.212
C 4.144 2.378 -2.450
C 6.092 3.405 -1.487
H -6.141 -2.171 3.131
H -1.464 -5.267 3.533
H 1.888 -1.409 1.704
C -6.104 3.966 -0.103
Ge -2.167 -1.451 0.224
H 1.575 2.240 3.654
C -3.600 2.772 -0.178
Pd -0.191 -0.303 -0.512
C 5.052 1.561 -0.356
C 1.881 -2.486 1.570
H -1.195 -1.059 -2.649
H 0.877 5.781 -0.932
H 2.362 1.648 1.356
H 6.792 2.584 0.368
C 4.171 -1.286 -3.019
H 0.996 -5.545 -0.937
N -1.289 2.691 0.467
H 6.870 4.156 -1.534
H 1.239 -2.975 2.299
H 3.298 2.592 3.461
H 5.160 -2.607 -4.380
C 0.684 4.471 0.773
H -2.194 -1.367 -4.857
H 2.341 -5.178 0.185
H -2.168 -6.498 -0.506
C -3.729 4.092 0.241
C 2.013 -1.418 -4.778
C -4.728 2.052 -0.567
C 0.985 4.722 -0.697
C -4.383 -1.780 1.973
C -4.980 4.689 0.273
H -6.854 2.084 -0.812
N 0.851 3.058 1.122
H 1.180 -1.462 -5.468
H -4.550 -2.094 -5.073
C 6.052 2.523 -0.418
H -4.896 -2.260 -0.816
C -4.290 -2.064 -1.694
H 5.011 -1.220 -2.337
C 1.288 -5.010 -0.038
H -5.080 5.718 0.590
H -4.609 1.029 -0.900
C -1.837 -3.345 0.745
C -4.107 -1.976 -4.093
C -5.382 -1.444 2.875
C -2.228 -1.404 -2.713
C -4.857 -2.222 -2.952
C 3.000 -0.579 -2.769
C -1.606 -5.019 2.489
C -2.785 -1.568 -3.972
H 1.358 5.038 1.415
H -4.417 1.728 3.560
H -2.208 -4.144 -1.220
S 0.086 0.535 1.510
H 0.297 4.154 -1.323
H 2.887 -2.896 1.621
C 3.173 -2.130 -5.038
C -1.635 -3.691 2.086
C -1.798 -6.034 1.557
H -2.655 1.127 1.978
C 4.116 1.497 -1.376
C 5.139 3.338 -2.500
H 4.994 0.873 0.480
H 2.005 4.418 -0.943
C -2.016 -4.383 -0.179
H 3.245 -2.738 -5.931
C 2.296 2.868 3.130
C 4.252 -2.060 -4.163
H -1.539 -2.905 2.829
O 1.510 1.062 -1.366
S 2.810 0.297 -1.226
H -6.177 0.088 4.152
C -0.164 2.209 0.927
H 1.034 -0.051 -3.415
H 2.119 3.906 3.417
H -4.381 -2.779 1.549
H -2.847 4.642 0.537
C -3.420 0.401 2.209
H -0.337 4.761 1.010
H 3.390 2.309 -3.225
H 5.179 4.034 -3.327
H -1.797 -7.068 1.875
H 2.894 3.299 1.092
C -2.002 -5.713 0.221
C -2.967 -1.649 -1.559
C -5.977 2.647 -0.521
H 0.666 -5.307 0.802
Te 1.092 -2.892 -0.351
C -4.414 0.740 3.116
H -5.890 -2.535 -3.039
H -7.081 4.432 -0.072
*
```

## Properties
- relative energy (zero: lowest compared OMol25 entry of this formula, charge and spin) (eV) = 1.4214
- max |F| (Eh/bohr) = 0.0318


Record order is preserved below.
E: -158202.274, -142402.798 eV